No. 1
{"formula": "C34H37N5O3RuS", "method": "ωB97M-V/def2-TZVPD", "e_lumo_ev": [-6.00, -8.90], "homo_lumo_gap_ev": [7.63, 4.67], "multiplicity": 5, "e_tot_ha": -2309.7688, "de_lowest_kcal_mol": 6.02, "mol_weight_g_mol": 696.8, "charge": 2, "elements": ["Ru", "C", "C", "C", "C", "C", "C", "C", "N", "C", "N", "C", "C", "C", "C", "C", "C", "C", "N", "C", "C", "C", "C", "C", "C", "C", "H", "H", "H", "H", "H", "H", "H", "H", "H", "H", "H", "H", "H", "H", "H", "H", "H", "H", "H", "H", "H", "H", "C", "C", "N", "C", "C", "C", "S", "N", "C", "O", "C", "C", "C", "C", "C", "C", "H", "H", "H", "H", "H", "H", "H", "H", "H", "H", "H", "H", "H", "H", "H", "O", "O"], "coordinates": [[0.22353, 0.31635, -0.17548], [1.06720, -5.11885, -1.10967], [2.21698, -5.34721, -0.16180], [3.15194, -6.35192, -0.39912], [4.20931, -6.57522, 0.47029], [4.36220, -5.79393, 1.60807], [3.45291, -4.78182, 1.86328], [2.39981, -4.56888, 0.98198], [1.47317, -3.49523, 1.25986], [1.48256, -2.33516, 0.60870], [2.52551, -2.17275, -0.28501], [2.73160, -1.20538, -1.19986], [1.85162, -0.07019, -1.33419], [2.20164, 0.85191, -2.30500], [3.31668, 0.66496, -3.11835], [4.15494, -0.46685, -2.98007], [3.89509, -1.40693, -2.03597], [4.76729, -2.61672, -1.85787], [0.59336, -1.40316, 0.78981], [-0.53174, -1.65932, 1.65750], [-1.71475, -2.10070, 1.06899], [-2.83856, -2.28754, 1.85259], [-2.76865, -2.02550, 3.21407], [-1.58172, -1.59147, 3.78822], [-0.43563, -1.39750, 3.02584], [0.85588, -0.94328, 3.64949], [0.84013, -6.03116, -1.65669], [1.30536, -4.35168, -1.85358], [0.16290, -4.80698, -0.58767], [3.03321, -6.98088, -1.27264], [4.91178, -7.37182, 0.26504], [5.17945, -5.97453, 2.29239], [3.54737, -4.15930, 2.74488], [0.72265, -3.63429, 1.92557], [3.18475, -2.94721, -0.28149], [1.60422, 1.74084, -2.44590], [3.55213, 1.40467, -3.87307], [5.01172, -0.58044, -3.63061], [5.57824, -2.60351, -2.58084], [4.21042, -3.54711, -2.01005], [5.22055, -2.64771, -0.86228], [-1.74542, -2.28034, 0.00026], [-3.76244, -2.62743, 1.40538], [-3.64479, -2.16001, 3.83410], [-1.54323, -1.39423, 4.85234], [0.67326, -0.46509, 4.60997], [1.38202, -0.23908, 3.00419], [1.52697, -1.78751, 3.83217], [3.04655, 2.29570, 4.13801], [2.52594, 3.37713, 3.20664], [1.06754, 3.32142, 3.02754], [0.28361, 4.11448, 3.99655], [0.09484, 5.54576, 3.51993], [0.45199, 2.71242, 2.02782], [1.51782, 1.77574, 0.93655], [-0.84498, 2.90045, 1.88597], [-1.71121, 2.17082, 1.20341], [-1.48733, 1.02841, 0.66934], [-3.08952, 2.67523, 1.10268], [-4.01537, 1.97919, 0.32155], [-5.31016, 2.44869, 0.20218], [-5.68802, 3.61055, 0.86230], [-4.77149, 4.30613, 1.64314], [-3.47559, 3.84143, 1.76557], [4.11435, 2.43440, 4.30282], [2.89166, 1.30472, 3.71000], [2.54862, 2.33819, 5.10708], [3.01309, 3.32771, 2.23536], [2.73993, 4.36444, 3.61531], [0.83706, 4.08500, 4.93509], [-0.67223, 3.62366, 4.15036], [1.05260, 6.04385, 3.36588], [-0.45631, 6.11012, 4.27129], [-0.46475, 5.56950, 2.58565], [-3.70951, 1.07913, -0.19164], [-6.02681, 1.91400, -0.40630], [-6.70197, 3.97642, 0.76841], [-5.07195, 5.20999, 2.15518], [-2.75554, 4.37160, 2.37326], [-1.02225, -0.02185, -1.80448], [-0.59762, 1.18739, -1.83945]], "lowdin_charge": [1.257, -0.016, -0.218, -0.019, -0.041, -0.050, -0.009, -0.221, 0.184, -0.309, 0.216, -0.120, -0.213, -0.096, 0.036, 0.014, -0.169, -0.008, -0.030, -0.279, -0.028, -0.045, -0.034, -0.011, -0.214, -0.022, 0.094, 0.083, 0.080, 0.126, 0.121, 0.118, 0.122, 0.172, 0.124, 0.104, 0.134, 0.136, 0.101, 0.096, 0.106, 0.121, 0.120, 0.121, 0.125, 0.093, 0.029, 0.089, -0.057, -0.230, -0.102, -0.180, -0.054, -0.588, 0.812, 0.137, -0.368, -0.168, -0.142, -0.009, -0.053, -0.046, -0.051, -0.010, 0.090, 0.048, 0.084, 0.082, 0.127, 0.125, 0.117, 0.079, 0.089, 0.071, 0.113, 0.114, 0.116, 0.114, 0.103, -0.140, -0.191]}

---

No. 2
{"formula": "C27H49F15MgN2O25S4", "method": "ωB97M-V/def2-TZVPD", "e_lumo_ev": -0.39, "homo_lumo_gap_ev": 8.56, "e_tot_ha": -6339.3711, "de_lowest_kcal_mol": 99.30, "mol_weight_g_mol": 1239.2, "elements": ["Mg", "C", "F", "F", "F", "S", "O", "O", "N", "S", "O", "O", "C", "F", "F", "F", "C", "F", "F", "F", "S", "O", "O", "N", "S", "O", "O", "C", "F", "F", "F", "C", "C", "O", "C", "O", "O", "F", "H", "H", "H", "C", "C", "O", "C", "O", "O", "F", "H", "H", "H", "C", "C", "O", "C", "O", "O", "F", "H", "H", "H", "C", "C", "C", "O", "C", "H", "H", "H", "H", "H", "H", "H", "H", "C", "C", "C", "O", "C", "H", "H", "H", "H", "H", "H", "H", "H", "C", "O", "H", "H", "H", "H", "C", "O", "H", "H", "H", "H", "C", "O", "H", "H", "H", "H", "C", "O", "H", "H", "H", "H", "C", "O", "H", "H", "H", "H", "C", "O", "H", "H", "H", "H"], "coordinates": [[-0.26212, -2.82555, 0.04412], [-1.14473, -6.55058, -0.78633], [-1.43020, -7.87320, -0.59137], [0.17272, -6.34096, -0.89198], [-1.67729, -6.20626, -1.90774], [-1.95964, -5.46454, 0.59267], [-3.30377, -6.08061, 0.78967], [-1.03280, -5.58906, 1.71162], [-1.87099, -3.79782, 0.03234], [-3.17791, -3.52265, -0.70851], [-2.87088, -2.26962, -1.44602], [-3.67789, -4.62181, -1.52321], [-4.56067, -3.11017, 0.69227], [-3.95186, -2.51348, 1.78076], [-5.33835, -2.12060, 0.12150], [-5.23023, -4.23976, 1.01197], [2.26052, 0.06775, 1.02422], [2.85524, -1.10168, 1.44401], [1.23339, 0.32024, 1.87154], [3.15062, 1.15163, 0.91669], [1.58933, -0.23712, -0.71456], [1.55403, 1.09175, -1.41193], [2.43375, -1.31432, -1.27738], [0.02685, -1.02468, -0.29289], [-1.00310, 0.15916, -0.20058], [-2.21056, -0.32106, 0.47871], [-0.44070, 1.40333, 0.29040], [-1.48441, 0.42212, -2.06836], [-1.17193, 1.62708, -2.39492], [-0.78380, -0.40803, -2.87911], [-2.78516, 0.21946, -2.21412], [2.25151, 3.97272, 2.29877], [1.62858, 4.06383, 0.86530], [2.82036, 3.85456, 0.05628], [3.90994, 4.17550, 0.80810], [4.96688, 4.13087, 0.21392], [3.59354, 4.46037, 2.08542], [1.12103, 5.31441, 0.76265], [2.26618, 2.92280, 2.59124], [1.66014, 4.46899, 3.06825], [0.85981, 3.32931, 0.62534], [-5.67810, 3.84808, 1.24586], [-4.66757, 3.37890, 2.29038], [-3.43985, 3.18984, 1.55974], [-3.65340, 3.48739, 0.32910], [-2.86266, 3.27179, -0.55562], [-4.85434, 4.11642, 0.13162], [-5.19549, 2.24232, 2.83613], [-6.15656, 4.78740, 1.52306], [-6.32454, 3.02695, 0.93608], [-4.57828, 4.10963, 3.09424], [5.86145, 2.13116, -2.72057], [4.43616, 1.69932, -3.03744], [4.61695, 0.30089, -2.85471], [5.87694, -0.11282, -3.06579], [6.35849, -1.28950, -3.07975], [6.59347, 0.97471, -3.17392], [4.25883, 1.88884, -4.34022], [6.06245, 2.37036, -1.67631], [6.20298, 3.02683, -3.23944], [3.58387, 2.10943, -2.49566], [-0.29486, 3.82233, -5.98435], [-1.40702, 3.17879, -5.21186], [-1.75332, 4.16022, -4.02535], [-1.45918, 5.46305, -4.61955], [-0.50274, 5.34738, -5.70020], [-0.40902, 3.52170, -7.02583], [0.66311, 3.48398, -5.58949], [-1.04120, 2.19735, -4.91013], [-2.23462, 3.01063, -5.90099], [-1.06349, 4.10070, -3.18351], [-2.79399, 4.09529, -3.70771], [0.39960, 5.88219, -5.40379], [-0.97535, 5.85327, -6.54212], [1.25897, -0.88762, 6.60912], [2.27884, -0.27798, 5.71575], [2.24004, 1.17251, 6.20386], [0.88969, 1.43767, 6.65139], [0.13541, 0.18149, 6.57321], [1.63879, -1.04768, 7.61818], [0.88634, -1.80991, 6.16342], [2.00124, -0.33482, 4.66323], [3.32278, -0.59043, 5.74126], [2.48488, 1.71327, 5.28968], [2.94931, 1.29939, 7.02174], [-0.35020, 0.22774, 5.59846], [-0.68279, 0.08486, 7.28687], [2.17254, -4.46675, 1.10291], [1.39168, -3.85733, 0.10938], [3.22329, -4.57562, 0.83422], [2.23295, -3.87348, 2.01532], [1.86505, -5.44420, 1.47457], [1.70269, -4.11161, -0.76253], [-1.16547, -1.91562, 3.08024], [-0.24165, -2.58405, 2.21774], [-0.62924, -1.60158, 3.97574], [-1.61037, -1.04206, 2.60372], [-1.94716, -2.62008, 3.36450], [0.21730, -3.17647, 2.81774], [-0.48641, 2.57292, 3.61615], [0.14581, 3.31142, 4.65036], [-0.37335, 2.97916, 2.61101], [-0.31273, 1.49793, 3.66428], [-1.55926, 2.63939, 3.79697], [0.23842, 2.74215, 5.41780], [5.17831, -3.55754, -1.22380], [5.08741, -4.88460, -1.68772], [6.11953, -3.01750, -1.32653], [4.50644, -2.82073, -1.66399], [4.94389, -3.59494, -0.15996], [5.91416, -5.27983, -1.40157], [-0.72309, -3.16457, -3.53721], [-0.13486, -3.19935, -2.30180], [-0.64821, -4.21049, -3.83478], [-1.74818, -2.79700, -3.49044], [-0.10454, -2.60868, -4.24182], [0.75886, -3.45194, -2.54481], [-5.62807, -1.25712, -3.29159], [-6.22756, -0.76351, -4.43247], [-5.99838, -2.26064, -3.08204], [-4.54114, -1.19357, -3.24010], [-6.12841, -0.72778, -2.48069], [-7.09769, -1.14991, -4.55563]], "lowdin_charge": [0.524, -0.629, 0.138, 0.142, 0.166, 0.783, -0.273, -0.302, -0.341, 0.621, -0.313, -0.274, -0.475, 0.090, 0.097, 0.130, -0.502, 0.108, 0.096, 0.104, 0.822, -0.276, -0.297, -0.327, 0.621, -0.286, -0.301, -0.641, 0.174, 0.117, 0.149, -0.049, -0.253, 0.089, -0.543, 0.132, 0.096, 0.075, 0.110, 0.129, 0.137, -0.059, -0.253, 0.169, -0.576, 0.157, 0.068, 0.058, 0.142, 0.146, 0.169, -0.023, -0.287, 0.105, -0.502, 0.081, 0.089, 0.096, 0.131, 0.145, 0.158, -0.172, -0.179, -0.145, -0.177, -0.174, 0.107, 0.103, 0.092, 0.110, 0.106, 0.115, 0.107, 0.107, -0.166, -0.190, -0.175, -0.169, -0.141, 0.123, 0.104, 0.098, 0.122, 0.113, 0.126, 0.089, 0.124, -0.085, -0.123, 0.088, 0.090, 0.100, 0.110, -0.072, -0.155, 0.076, 0.078, 0.093, 0.094, -0.141, -0.112, 0.069, 0.064, 0.075, 0.034, -0.182, -0.104, 0.072, 0.060, 0.060, 0.079, -0.133, -0.158, 0.097, 0.089, 0.101, 0.098, -0.189, -0.111, 0.079, 0.063, 0.076, 0.080]}

---

No. 3
{"formula": "C4H9O", "method": "ωB97M-V/def2-TZVPD", "e_lumo_ev": 3.91, "homo_lumo_gap_ev": 5.57, "e_tot_ha": -232.9704, "de_lowest_kcal_mol": 30.49, "mol_weight_g_mol": 73.1, "charge": -1, "elements": ["C", "O", "H", "H", "H", "C", "C", "C", "H", "H", "H", "H", "H", "H"], "coordinates": [[2.48099, 0.05648, 1.44509], [1.71129, -0.80965, 2.12783], [2.24342, 1.14149, 1.30263], [3.54364, 0.09914, 1.86119], [2.65202, -0.32865, 0.38916], [-1.63123, -0.98179, -1.31910], [-1.65779, 0.08090, -0.27887], [-1.05320, 1.25085, -0.43362], [-2.57171, -1.52453, -1.44172], [-1.28447, -0.58116, -2.27099], [-0.92241, -1.76547, -1.02563], [-2.06295, -0.12714, 0.70598], [-0.86837, 1.99949, 0.32229], [-0.57923, 1.49005, -1.38423]], "nbo_charge": [-0.188, -0.974, 0.061, 0.054, 0.057, -0.646, -0.171, -0.391, 0.196, 0.201, 0.233, 0.199, 0.201, 0.167]}

---

No. 4
{"formula": "C13H28BBrClN2O6", "method": "ωB97M-V/def2-TZVPD", "e_lumo_ev": -5.24, "homo_lumo_gap_ev": 7.17, "e_tot_ha": -4131.8632, "mol_weight_g_mol": 434.5, "charge": 1, "elements": ["C", "C", "O", "C", "N", "N", "Cl", "C", "C", "B", "O", "O", "C", "C", "Br", "H", "H", "H", "H", "H", "H", "H", "H", "H", "H", "C", "C", "O", "H", "H", "H", "H", "H", "H", "C", "C", "O", "H", "H", "H", "H", "H", "H", "C", "C", "O", "H", "H", "H", "H", "H", "H"], "coordinates": [[-2.10929, 2.55820, 2.62326], [-1.63239, 2.66574, 1.16148], [-2.44034, 1.86782, 0.23730], [-1.66843, 1.03041, -0.46088], [-1.80744, -0.23974, -0.18683], [-1.04108, -1.04317, -0.86144], [-1.24267, -2.71497, -0.50733], [-0.16063, -0.74215, -1.78039], [0.01910, 0.60388, -2.10584], [1.08776, 1.09296, -3.19661], [0.97355, 0.82006, -4.51373], [2.14813, 1.85608, -2.78010], [2.54826, 1.69570, -1.40671], [-0.76522, 1.52433, -1.45094], [-0.64432, 3.33892, -1.86678], [-1.29965, 2.10889, 3.20483], [-2.19606, 3.57505, 3.00946], [-3.02784, 1.98884, 2.74949], [-0.56473, 2.42752, 1.11028], [-1.71255, 3.70664, 0.84483], [0.42127, -1.48834, -2.30400], [1.85487, 0.93795, -4.89773], [3.53406, 2.17449, -1.30355], [1.88997, 2.21252, -0.70223], [2.69156, 0.64357, -1.14092], [-5.52735, -0.24857, -1.01966], [-5.50994, 0.12709, 0.45115], [-5.26983, -1.01942, 1.26314], [-6.29693, -0.99565, -1.21293], [-5.71983, 0.62422, -1.64646], [-4.56962, -0.68873, -1.31745], [-6.46987, 0.54456, 0.74969], [-4.73316, 0.87114, 0.65195], [-4.41736, -1.38478, 1.00893], [7.72299, 2.34748, 0.08735], [6.29218, 2.06950, -0.32936], [5.51450, 3.26903, -0.32944], [7.74929, 2.79361, 1.08167], [8.31342, 1.43055, 0.09755], [8.19322, 3.05674, -0.59728], [5.81946, 1.37744, 0.36752], [6.26339, 1.62660, -1.33146], [5.92344, 3.88010, -0.95049], [-1.08982, -5.49582, 3.00312], [-0.70328, -6.37042, 1.82609], [-1.20090, -5.82929, 0.59896], [-2.17424, -5.39899, 3.06567], [-0.72006, -5.91369, 3.93985], [-0.68122, -4.48752, 2.88643], [-1.12739, -7.36653, 1.93274], [0.38440, -6.46553, 1.75552], [-0.82134, -4.95429, 0.49227]], "nbo_charge": [-0.643, -0.078, -0.477, 0.496, -0.185, -0.078, 0.268, 0.087, -0.335, 1.110, -0.849, -0.692, -0.279, -0.072, 0.247, 0.220, 0.234, 0.247, 0.181, 0.205, 0.272, 0.517, 0.245, 0.176, 0.172, -0.632, -0.066, -0.712, 0.227, 0.215, 0.173, 0.188, 0.153, 0.453, -0.635, -0.064, -0.734, 0.219, 0.220, 0.204, 0.173, 0.154, 0.468, -0.634, -0.063, -0.710, 0.218, 0.225, 0.186, 0.192, 0.160, 0.432]}